{"formula": "C30H29NO4", "method": "ωB97M-V/def2-TZVPD", "lumo_ev": -1.360, "multiplicity": 1, "total_energy_ev": -41258.6644, "e_above_lowest_kcal_mol": 30.6, "e_homo_ev": -7.37, "largest_force_ev_per_a": 2.46, "elements": ["C", "C", "N", "C", "C", "C", "C", "C", "C", "C", "C", "C", "C", "C", "C", "C", "C", "C", "H", "H", "H", "H", "H", "H", "H", "H", "H", "H", "H", "H", "H", "H", "H", "H", "C", "C", "C", "O", "C", "O", "C", "C", "C", "C", "C", "C", "C", "C", "C", "O", "O", "H", "H", "H", "H", "H", "H", "H", "H", "H", "H", "H", "H", "H"], "coordinates": [[0.444, 2.617, 3.544], [-0.683, 2.097, 2.747], [-1.947, 2.556, 2.913], [-2.294, 3.587, 3.877], [-2.836, 1.846, 2.105], [-2.082, 0.851, 1.425], [-2.747, -0.123, 0.691], [-4.145, -0.117, 0.673], [-4.882, 0.859, 1.366], [-4.223, 1.842, 2.128], [-0.700, 1.017, 1.826], [0.392, 0.200, 1.490], [0.402, -1.234, 1.769], [-0.734, -1.874, 2.298], [-0.795, -3.262, 2.412], [0.311, -4.041, 2.062], [1.510, -3.408, 1.729], [1.562, -2.024, 1.599], [1.292, 1.940, 3.427], [0.779, 3.626, 3.252], [0.153, 2.625, 4.605], [-3.362, 3.786, 3.808], [-2.059, 3.283, 4.907], [-1.726, 4.502, 3.672], [-2.154, -0.884, 0.189], [-4.663, -0.916, 0.135], [-5.969, 0.843, 1.303], [-4.769, 2.566, 2.726], [1.325, 0.735, 1.680], [-1.594, -1.274, 2.587], [-1.706, -3.709, 2.810], [0.272, -5.129, 2.149], [2.417, -3.994, 1.586], [2.503, -1.534, 1.351], [0.305, -0.773, -4.112], [-0.870, -0.151, -3.374], [-2.043, -0.178, -4.330], [-1.198, -0.899, -2.174], [-0.079, -0.941, -1.332], [0.309, -2.042, -0.967], [0.501, 0.362, -0.965], [1.899, 0.554, -0.577], [2.865, 0.005, -1.590], [3.641, 0.803, -2.428], [4.742, 0.202, -3.042], [5.025, -1.158, -2.822], [4.183, -1.958, -2.039], [3.073, -1.368, -1.454], [0.112, 1.472, -1.899], [0.541, 2.615, -1.782], [-0.657, 1.209, -3.006], [1.257, -0.699, -3.567], [0.075, -1.835, -4.288], [0.404, -0.268, -5.085], [-2.889, 0.392, -3.957], [-1.725, 0.259, -5.279], [-2.353, -1.202, -4.521], [1.960, 1.638, -0.445], [2.191, -0.008, 0.326], [3.371, 1.861, -2.557], [5.401, 0.814, -3.659], [5.924, -1.606, -3.249], [4.363, -3.011, -1.829], [2.382, -1.940, -0.837]], "lowdin_charge": [0.000, -0.182, -0.045, -0.002, -0.147, -0.115, -0.018, -0.068, -0.079, -0.014, -0.121, 0.046, -0.192, -0.014, -0.055, -0.062, -0.065, -0.034, 0.082, 0.104, 0.092, 0.081, 0.098, 0.101, 0.108, 0.107, 0.100, 0.099, 0.120, 0.115, 0.108, 0.109, 0.111, 0.112, 0.027, -0.540, 0.008, 0.038, -0.432, 0.090, -0.050, -0.163, -0.215, -0.027, -0.086, -0.097, -0.070, -0.053, -0.375, 0.085, 0.085, 0.085, 0.112, 0.101, 0.093, 0.092, 0.096, 0.133, 0.076, 0.123, 0.099, 0.095, 0.103, 0.087]}

{"formula": "C38H62FGeN4O4P2SSiV", "method": "ωB97M-V/def2-TZVPD", "lumo_ev": [2.172, 2.171], "multiplicity": 2, "total_energy_ev": -176777.8628, "s_squared": 0.757, "e_above_lowest_kcal_mol": 0.0, "e_homo_ev": [-3.05, -2.45], "largest_force_ev_per_a": 2.46, "charge": -1, "elements": ["V", "C", "N", "C", "P", "O", "O", "P", "O", "N", "C", "C", "N", "C", "C", "N", "C", "C", "H", "H", "H", "H", "H", "H", "H", "H", "H", "H", "H", "H", "H", "H", "H", "H", "H", "H", "H", "H", "H", "H", "H", "H", "F", "C", "C", "C", "S", "O", "C", "C", "C", "H", "H", "H", "H", "H", "H", "H", "H", "H", "H", "H", "H", "H", "H", "C", "Ge", "C", "C", "C", "C", "C", "C", "C", "C", "C", "C", "C", "C", "C", "C", "C", "C", "C", "C", "H", "H", "H", "H", "H", "H", "H", "H", "H", "H", "H", "H", "H", "H", "H", "C", "Si", "C", "C", "C", "C", "H", "H", "H", "H", "H", "H", "H", "H", "H"], "coordinates": [[12.022, -15.474, 10.616], [15.709, -17.533, 10.515], [15.169, -18.018, 11.786], [15.096, -19.467, 11.944], [14.303, -16.968, 12.686], [13.723, -15.818, 11.961], [13.263, -17.916, 13.472], [11.684, -17.961, 13.061], [11.473, -17.722, 11.631], [11.294, -19.456, 13.633], [9.924, -19.856, 13.663], [12.101, -20.435, 14.255], [10.976, -16.895, 14.067], [11.074, -15.460, 13.654], [11.343, -17.067, 15.474], [15.324, -16.432, 13.910], [16.767, -16.743, 13.965], [14.981, -15.318, 14.788], [16.102, -18.370, 9.983], [16.539, -16.855, 10.706], [14.967, -16.998, 9.939], [16.017, -19.962, 11.656], [14.262, -19.900, 11.384], [14.989, -19.773, 12.987], [9.273, -19.118, 13.175], [9.538, -19.990, 14.667], [9.706, -20.766, 13.046], [13.072, -20.012, 14.411], [12.225, -21.343, 13.613], [11.709, -20.741, 15.223], [9.897, -16.153, 11.966], [12.140, -15.162, 13.762], [10.599, -14.886, 14.428], [11.247, -18.115, 15.791], [10.663, -16.484, 16.094], [12.352, -16.751, 15.702], [16.962, -17.613, 13.339], [17.093, -16.911, 15.007], [17.279, -15.852, 13.553], [13.893, -15.175, 14.735], [15.483, -14.385, 14.494], [15.189, -15.577, 15.810], [13.102, -16.635, 9.400], [8.185, -18.372, 8.214], [9.219, -17.730, 7.305], [10.524, -17.366, 8.127], [10.606, -15.603, 8.670], [9.158, -15.189, 8.728], [11.333, -14.802, 7.104], [10.508, -13.598, 6.686], [10.546, -12.340, 7.520], [7.452, -18.870, 7.603], [7.785, -17.587, 8.865], [8.597, -19.206, 8.745], [8.818, -16.822, 6.905], [9.453, -18.387, 6.456], [11.457, -17.650, 7.697], [10.421, -17.877, 9.050], [11.307, -15.575, 6.332], [12.383, -14.582, 7.351], [9.485, -13.933, 6.690], [10.689, -13.333, 5.636], [10.189, -12.538, 8.551], [9.927, -11.567, 7.083], [11.606, -12.052, 7.604], [10.421, -15.228, 12.237], [9.054, -13.934, 12.592], [9.948, -12.256, 12.998], [11.300, -12.123, 12.628], [11.890, -10.860, 12.645], [11.181, -9.777, 13.124], [9.818, -9.879, 13.470], [9.219, -11.127, 13.397], [7.809, -13.527, 11.111], [8.100, -12.347, 10.399], [7.266, -11.961, 9.379], [6.161, -12.733, 9.043], [5.916, -13.940, 9.679], [6.716, -14.306, 10.740], [7.859, -14.598, 14.104], [7.359, -15.906, 14.147], [6.618, -16.348, 15.240], [6.345, -15.494, 16.306], [6.821, -14.196, 16.272], [7.548, -13.754, 15.173], [11.860, -12.979, 12.229], [12.928, -10.783, 12.343], [11.674, -8.802, 13.140], [9.267, -9.001, 13.778], [8.163, -11.210, 13.620], [8.971, -11.758, 10.584], [7.499, -11.054, 8.813], [5.545, -12.437, 8.241], [5.073, -14.586, 9.428], [6.446, -15.190, 11.317], [7.559, -16.524, 13.299], [6.282, -17.385, 15.236], [5.801, -15.864, 17.158], [6.728, -13.490, 17.081], [7.982, -12.768, 15.220], [15.866, -10.923, 8.710], [15.309, -12.655, 8.302], [16.778, -13.802, 8.451], [14.879, -12.598, 6.487], [13.888, -13.091, 9.268], [12.990, -13.616, 9.927], [16.382, -10.471, 7.861], [16.401, -10.811, 9.668], [14.996, -10.324, 8.932], [17.508, -13.487, 7.706], [16.527, -14.841, 8.256], [17.267, -13.752, 9.461], [15.733, -12.301, 5.874], [14.084, -11.838, 6.356], [14.458, -13.539, 6.156]], "mulliken_spin": [0.993, 0.000, 0.000, 0.000, 0.001, -0.008, 0.000, 0.002, 0.004, -0.001, 0.000, 0.000, 0.000, 0.016, 0.000, 0.000, 0.000, 0.000, 0.000, 0.000, -0.001, 0.000, 0.000, 0.000, 0.000, 0.000, 0.000, 0.000, 0.000, 0.000, 0.003, -0.008, 0.000, 0.000, 0.000, 0.000, 0.000, 0.000, 0.000, -0.001, 0.000, 0.000, 0.009, 0.000, 0.000, -0.006, -0.007, -0.001, -0.001, 0.002, -0.005, 0.000, 0.000, 0.000, 0.000, 0.000, -0.001, 0.006, -0.003, 0.003, 0.000, 0.000, 0.007, 0.000, 0.002, -0.034, 0.026, -0.010, 0.004, 0.002, 0.000, 0.001, -0.003, 0.003, -0.002, 0.000, 0.000, 0.000, 0.000, 0.001, 0.002, 0.000, 0.000, 0.000, 0.001, 0.014, 0.000, 0.000, 0.000, 0.000, -0.001, 0.000, 0.000, 0.000, 0.000, 0.000, 0.000, 0.000, 0.000, 0.000, 0.000, 0.000, 0.000, -0.001, 0.007, -0.012, 0.000, 0.000, 0.000, 0.000, 0.000, 0.000, 0.000, 0.000, 0.000]}

{"formula": "C5H8N2", "method": "ωB97M-V/def2-TZVPD", "lumo_ev": -0.570, "multiplicity": 1, "total_energy_ev": -8290.1713, "e_above_lowest_kcal_mol": 111.3, "e_homo_ev": -7.41, "largest_force_ev_per_a": 0.50, "elements": ["C", "N", "C", "C", "C", "N", "C", "H", "H", "H", "H", "H", "H", "H", "H"], "coordinates": [[2.108, 0.061, 0.835], [0.877, -0.158, 0.567], [0.362, -1.493, 0.304], [-0.936, -1.317, 0.060], [-1.217, 0.138, 0.153], [-2.526, 0.611, 0.012], [-0.123, 0.894, 0.468], [1.441, 1.775, -2.142], [2.402, 1.087, 1.025], [2.817, -0.761, 0.864], [1.006, -2.360, 0.350], [-1.659, -2.097, -0.155], [-3.010, 0.248, -0.801], [-2.534, 1.625, 0.001], [0.993, 1.747, -1.541]], "lowdin_charge": [0.114, -0.196, -0.070, -0.005, -0.406, 0.068, -0.084, 0.024, 0.098, 0.099, 0.108, 0.108, 0.079, 0.078, -0.017]}

{"formula": "C20H20N4O3S", "method": "ωB97M-V/def2-TZVPD", "lumo_ev": -0.011, "multiplicity": 1, "total_energy_ev": -44002.6807, "e_above_lowest_kcal_mol": 39.1, "e_homo_ev": -7.81, "largest_force_ev_per_a": 1.08, "smiles": "COc1ccc(NC(=O)Cc2nnc(SCC(=O)c3ccccc3)n2C)cc1", "elements": ["C", "O", "C", "C", "C", "C", "N", "C", "O", "C", "C", "N", "N", "C", "S", "C", "C", "O", "C", "C", "C", "C", "C", "C", "N", "C", "C", "C", "H", "H", "H", "H", "H", "H", "H", "H", "H", "H", "H", "H", "H", "H", "H", "H", "H", "H", "H", "H"], "coordinates": [[-7.672, 3.232, -0.273], [-7.535, 1.892, -0.676], [-6.413, 1.212, -0.303], [-5.374, 1.741, 0.455], [-4.282, 0.954, 0.775], [-4.204, -0.367, 0.349], [-3.074, -1.106, 0.721], [-2.704, -2.341, 0.326], [-3.302, -3.076, -0.427], [-1.368, -2.769, 0.973], [-0.335, -1.736, 0.752], [-0.340, -0.551, 1.304], [0.700, 0.149, 0.826], [1.332, -0.622, -0.014], [2.743, -0.197, -0.935], [3.253, 1.296, -0.012], [4.427, 0.926, 0.876], [4.266, 0.737, 2.060], [5.753, 0.798, 0.229], [6.870, 0.726, 1.063], [8.139, 0.618, 0.530], [8.309, 0.569, -0.844], [7.205, 0.626, -1.681], [5.933, 0.745, -1.153], [0.719, -1.840, -0.114], [1.081, -2.951, -0.947], [-5.245, -0.899, -0.410], [-6.332, -0.115, -0.729], [-8.626, 3.565, -0.679], [-7.694, 3.324, 0.818], [-6.870, 3.858, -0.675], [-5.399, 2.761, 0.803], [-3.477, 1.372, 1.361], [-2.393, -0.596, 1.281], [-1.545, -2.884, 2.045], [-1.073, -3.728, 0.551], [3.505, 2.063, -0.742], [2.392, 1.584, 0.591], [6.715, 0.762, 2.131], [8.997, 0.569, 1.184], [9.300, 0.483, -1.265], [7.337, 0.579, -2.751], [5.087, 0.771, -1.823], [1.949, -2.674, -1.543], [1.329, -3.819, -0.333], [0.253, -3.206, -1.612], [-5.193, -1.920, -0.747], [-7.144, -0.513, -1.316]], "lowdin_charge": [-0.096, -0.089, -0.283, -0.023, -0.018, -0.220, 0.130, -0.462, 0.068, -0.008, -0.308, 0.053, 0.030, -0.616, 1.000, -0.347, -0.430, 0.103, -0.165, -0.011, -0.070, -0.077, -0.074, -0.046, -0.053, -0.017, -0.003, 0.004, 0.092, 0.095, 0.094, 0.102, 0.116, 0.110, 0.134, 0.118, 0.086, 0.072, 0.119, 0.105, 0.104, 0.105, 0.082, 0.065, 0.104, 0.106, 0.101, 0.119]}